No. 1
Density functional theory data (wB97M-V/def2-TZVPD) for a single C3H3NO2 molecule in a non-equilibrium geometry.

Geometry as XYZ:
```
9
Properties=species:S:1:pos:R:3
N -1.701 -1.296 -1.309
C -0.866 -0.543 -1.618
C -0.526 0.393 -0.441
O -1.094 1.424 -0.283
C 0.532 -0.247 0.438
O 0.931 0.576 1.483
H 1.342 -0.542 -0.248
H 0.126 -1.171 0.871
H 1.255 1.405 1.107
```

Properties
Kohn-Sham gap   10.8 eV
HOMO   -0.40870 Ha
SMILES   N#CC(=O)CO
E   -8742.3529 eV

Now the Mulliken charges, all in e: number 1, N, carries -0.266; number 2, C, carries 0.001; number 3, C, carries 0.626; number 4, O, carries -0.442; number 5, C, carries -0.413; number 6, O, carries -0.480; number 7, H, carries 0.307; number 8, H, carries 0.345; number 9, H, carries 0.322

=====

No. 2
Density functional theory data (wB97M-V/def2-TZVPD) for a single C3H3NO2 molecule in a non-equilibrium geometry.

Geometry as XYZ:
```
9
Properties=species:S:1:pos:R:3
N -2.091 0.925 0.863
C -1.205 0.328 0.422
C -0.488 -0.813 -0.156
O 0.916 -0.617 -0.449
C 1.367 0.614 -0.139
O 0.687 1.484 0.328
H -1.014 -1.069 -1.083
H -0.599 -1.634 0.560
H 2.426 0.782 -0.347
```

Properties
Kohn-Sham gap   11.2 eV
HOMO   -0.38873 Ha
SMILES   N#CCOC=O
E   -8743.3396 eV

Now the Mulliken charges, all in e: number 1, N, carries -0.462; number 2, C, carries 0.290; number 3, C, carries -0.166; number 4, O, carries -0.328; number 5, C, carries 0.199; number 6, O, carries -0.448; number 7, H, carries 0.263; number 8, H, carries 0.262; number 9, H, carries 0.391

=====

No. 3
Density functional theory data (wB97M-V/def2-TZVPD) for a molecular structure, C3H3NO2 in a non-equilibrium geometry.

Geometry as XYZ:
```
9
Properties=species:S:1:pos:R:3
C -1.614 0.416 -0.877
C -1.084 0.643 0.307
C 0.489 -0.546 0.321
N 1.542 0.197 0.594
O 0.340 -1.686 0.197
O -2.187 -0.461 -0.132
H -1.705 0.486 -1.872
H 1.740 1.216 0.674
H 2.479 -0.265 0.787
```

Properties
Kohn-Sham gap (spin up / spin down)   6.9 / 8.9 eV
HOMO (spin up / spin down)   -0.22713 / -0.39341 Ha
Multiplicity   3
Expectation value of S²   2.0134
E   -8736.9726 eV

Now the Mulliken charges, all in e: number 1, C, carries -0.191; number 2, C, carries -0.258; number 3, C, carries 0.569; number 4, N, carries -0.386; number 5, O, carries -0.436; number 6, O, carries -0.238; number 7, H, carries 0.444; number 8, H, carries 0.226; number 9, H, carries 0.270